The following is a quantum chemistry calculation of C3H6O in the gas phase at a distorted geometry, from the OMol25 dataset.

Computed properties:
E_LUMO in eV: 1.21
Multiplicity: 1
Maximum force in Eh/bohr: 0.0292
SMILES string: C[C@H]1CO1
E in eV: -5254.0356
Energy relative to the best compared isomer or geometry (same formula, charge and spin) in eV: 1.659

Element x y z (Å)
C  -1.2338  0.2177  0.0812
C  0.0648  -0.4715  -0.3099
C  1.3722  0.0705  0.0722
O  0.7706  -0.9672  0.8189
H  -1.9289  -0.4116  0.6626
H  -1.7885  0.6046  -0.7770
H  -0.9786  1.0592  0.7338
H  0.2408  -0.9262  -1.2794
H  2.2595  -0.2820  -0.4649
H  1.3593  1.1062  0.3918